1.
The following is a quantum chemistry calculation of the molecule C5H8O, from the OMol25 dataset.

Properties
**LUMO**: 0.01589 Eh
**Max |F|**: 0.0075 hartree/bohr
**Relative energy (zero: lowest compared OMol25 entry of this formula, charge and spin)**: 511.4 kJ/mol

XYZ file:
```
14
Properties=species:S:1:pos:R:3:lowdin_charge:R:1
O -1.597 1.397 0.607 0.008
C -0.768 0.582 -0.122 -0.262
C -0.583 -0.789 0.444 -0.171
C 0.740 -1.377 -0.125 -0.249
C 1.778 -0.333 -0.408 -0.104
C 1.318 0.909 -0.277 -0.101
H -1.782 2.199 0.103 0.114
H 0.514 1.066 0.529 0.092
H -0.920 0.642 -1.203 0.145
H -1.425 -1.433 0.171 0.123
H -0.569 -0.705 1.538 0.126
H 1.123 -2.191 0.501 0.098
H 0.514 -1.834 -1.100 0.109
H 1.657 1.868 -0.658 0.070
```

2.
The following is a quantum chemistry calculation of a structure of composition C31H52AsBrNOPRuSeSi4, from the OMol25 dataset.

Properties
**LUMO (alpha / beta)**: 0.09222 / 0.05516 Eh
**Max |F|**: 0.0126 hartree/bohr
**Total charge**: -1
**Multiplicity**: 6
**<S²>**: 8.81
**Relative energy (zero: lowest compared OMol25 entry of this formula, charge and spin)**: 51.6 kJ/mol

XYZ file:
```
94
Properties=species:S:1:pos:R:3:lowdin_charge:R:1
Ru 0.726 -0.601 0.685 0.145
O -1.495 2.941 -2.047 -0.163
N -1.872 1.921 -1.118 -0.097
C -3.099 2.106 -0.673 -0.212
C -3.850 1.197 0.093 -0.255
C -5.183 1.612 0.402 -0.086
C -6.097 0.802 1.002 -0.126
C -5.737 -0.523 1.336 -0.122
C -4.453 -0.943 1.086 -0.140
C -3.457 -0.123 0.520 -0.295
P -1.846 -0.916 0.197 1.002
C -2.017 -1.620 -1.486 -0.372
C -2.897 -2.652 -1.799 -0.095
C -2.992 -3.124 -3.100 -0.091
C -2.226 -2.550 -4.106 -0.100
C -1.375 -1.496 -3.809 -0.084
C -1.272 -1.034 -2.505 -0.136
C -1.929 -2.364 1.329 -0.421
C -2.170 -2.095 2.680 -0.186
C -2.190 -3.112 3.615 -0.094
C -1.955 -4.424 3.220 -0.096
C -1.696 -4.701 1.889 -0.086
C -1.681 -3.678 0.948 -0.142
H -2.302 3.429 -2.275 0.063
H -3.621 3.029 -0.952 0.101
H -5.471 2.616 0.106 0.096
H -7.099 1.166 1.197 0.087
H -6.450 -1.199 1.790 0.082
H -4.205 -1.960 1.361 0.088
H -3.518 -3.087 -1.025 0.105
H -3.672 -3.935 -3.329 0.096
H -2.298 -2.923 -5.121 0.093
H -0.782 -1.034 -4.589 0.098
H -0.614 -0.206 -2.269 0.059
H -2.343 -1.074 2.998 0.096
H -2.373 -2.880 4.656 0.101
H -1.963 -5.223 3.952 0.094
H -1.492 -5.717 1.572 0.095
H -1.441 -3.906 -0.080 0.062
C 0.034 4.865 1.262 -0.224
Si 0.238 3.099 1.847 0.255
C 1.481 3.102 3.239 -0.234
C -1.403 2.408 2.413 -0.221
As 0.897 1.729 0.039 0.831
Si 1.938 2.932 -1.718 0.282
C 1.496 1.952 -3.248 -0.230
C 1.318 4.690 -1.914 -0.221
C 3.797 3.141 -1.560 -0.218
H -0.344 5.467 2.093 0.032
H -0.671 4.935 0.434 0.020
H 0.986 5.292 0.942 0.015
H 0.996 3.553 4.109 0.031
H 2.366 3.689 2.991 0.024
H 1.789 2.091 3.507 -0.030
H -1.536 2.560 3.487 0.034
H -1.455 1.335 2.218 -0.024
H -2.229 2.873 1.874 0.024
H 0.440 2.114 -3.475 0.018
H 1.645 0.879 -3.114 0.013
H 2.097 2.280 -4.100 0.032
H 0.253 4.774 -1.725 0.001
H 1.513 4.990 -2.948 0.035
H 1.850 5.379 -1.257 0.020
H 4.340 2.215 -1.403 -0.003
H 4.045 3.821 -0.744 0.029
H 4.144 3.593 -2.494 0.035
Br 0.901 -0.707 3.201 0.019
C 3.953 -1.670 1.506 -0.260
Si 3.178 -0.245 0.542 0.262
C 4.018 1.251 1.355 -0.256
C 3.879 -0.396 -1.207 -0.241
H 4.891 -1.328 1.955 0.029
H 4.163 -2.486 0.820 -0.018
H 3.305 -2.044 2.295 -0.022
H 5.064 1.245 1.030 0.029
H 4.000 1.144 2.441 0.023
H 3.595 2.224 1.111 -0.026
H 4.941 -0.130 -1.195 0.032
H 3.380 0.224 -1.950 -0.012
H 3.777 -1.430 -1.534 -0.019
C 3.605 -5.090 0.518 -0.227
Si 2.458 -4.571 -0.873 0.093
C 3.456 -4.384 -2.449 -0.233
C 1.196 -5.930 -1.128 -0.237
Se 1.253 -2.721 -0.516 0.377
H 3.812 -6.162 0.454 0.024
H 3.154 -4.883 1.489 0.030
H 4.558 -4.562 0.469 0.015
H 3.881 -5.344 -2.758 0.024
H 4.274 -3.675 -2.309 0.015
H 2.820 -4.011 -3.253 0.026
H 1.667 -6.848 -1.491 0.025
H 0.444 -5.611 -1.852 0.023
H 0.684 -6.150 -0.188 0.018
```

3.
The following is a quantum chemistry calculation of a cluster of 2 separate species, C3H12NO in total, from the OMol25 dataset.

Properties
**LUMO**: -0.12444 Eh
**Max |F|**: 0.0652 hartree/bohr
**Total charge**: +1
**Relative energy (zero: lowest compared OMol25 entry of this formula, charge and spin)**: 100.1 kJ/mol

XYZ file:
```
17
Properties=species:S:1:pos:R:3:lowdin_charge:R:1
C -2.560 0.182 0.693 -0.018
N -1.647 0.690 -0.384 0.118
H -2.097 0.046 1.667 0.098
H -2.954 -0.783 0.375 0.105
H -3.385 0.876 0.790 0.096
H -1.400 1.670 -0.280 0.164
H -0.690 0.256 -0.108 0.102
H -1.799 0.272 -1.299 0.166
C 1.964 -0.151 0.145 -0.272
O 0.660 0.028 0.738 -0.113
C 1.843 -0.857 -1.179 -0.069
H 2.591 -0.679 0.876 0.127
H 2.453 0.829 0.052 0.122
H 0.776 0.434 1.605 0.117
H 1.223 -0.267 -1.859 0.077
H 1.374 -1.826 -0.943 0.091
H 2.797 -1.116 -1.621 0.089
```

4.
The following is a quantum chemistry calculation of a cluster of 6 separate species, C24H39N3O9S3 in total, from the OMol25 dataset.

Properties
**SMILES**: CCOS(C)(=O)=O.CCOS(C)(=O)=O.CCOS(C)(=O)=O.c1ccncc1.c1ccncc1.c1ccncc1
**LUMO**: 0.01540 Eh
**Max |F|**: 0.0457 hartree/bohr
**Relative energy (zero: lowest compared OMol25 entry of this formula, charge and spin)**: 103.0 kJ/mol

XYZ file:
```
78
Properties=species:S:1:pos:R:3:lowdin_charge:R:1
C 22.871 -5.265 -3.871 -0.055
C 22.357 -5.259 -2.436 -0.272
O 22.741 -6.478 -1.796 -0.300
S 21.817 -7.037 -0.521 0.650
C 20.963 -8.236 -1.603 -0.073
O 22.767 -7.649 0.369 -0.286
O 20.834 -6.066 -0.081 -0.293
H 22.324 -5.961 -4.518 0.066
H 23.859 -5.728 -3.964 0.079
H 22.774 -4.290 -4.343 0.065
H 22.527 -4.405 -1.786 0.120
H 21.273 -5.321 -2.621 0.111
H 20.852 -7.718 -2.550 0.065
H 20.004 -8.401 -1.123 0.037
H 21.586 -9.117 -1.716 0.072
C 25.111 -2.285 5.980 -0.057
C 24.060 -3.063 5.166 -0.284
O 24.532 -4.406 5.075 -0.274
S 23.516 -5.617 4.680 0.641
C 23.109 -5.198 2.973 -0.101
O 24.297 -6.828 4.747 -0.277
O 22.321 -5.451 5.498 -0.307
H 25.864 -2.004 5.243 0.074
H 25.535 -2.830 6.813 0.081
H 24.633 -1.351 6.278 0.076
H 23.069 -2.930 5.605 0.115
H 23.983 -2.636 4.163 0.111
H 23.881 -4.532 2.595 0.068
H 22.153 -4.683 2.991 0.072
H 23.080 -6.123 2.403 0.045
C 17.056 -11.786 3.932 -0.061
C 17.822 -10.800 3.068 -0.278
O 17.194 -10.697 1.778 -0.250
S 17.790 -9.614 0.761 0.588
C 16.701 -8.214 1.087 -0.109
O 19.146 -9.294 1.106 -0.276
O 17.449 -10.100 -0.539 -0.274
H 17.230 -12.789 3.528 0.080
H 15.990 -11.628 3.762 0.082
H 17.315 -11.775 4.984 0.080
H 17.825 -9.870 3.654 0.118
H 18.884 -10.966 2.893 0.115
H 15.681 -8.260 0.719 0.073
H 17.158 -7.315 0.668 0.070
H 16.698 -8.030 2.163 0.065
C 23.934 -6.123 -8.012 -0.101
C 24.689 -6.978 -7.233 -0.061
C 24.021 -7.971 -6.512 -0.156
N 22.685 -8.081 -6.489 0.054
C 21.993 -7.296 -7.307 -0.168
C 22.558 -6.292 -8.086 -0.067
H 24.392 -5.325 -8.582 0.098
H 25.758 -6.867 -7.117 0.103
H 24.558 -8.783 -6.039 0.084
H 20.910 -7.363 -7.272 0.102
H 21.999 -5.624 -8.725 0.103
C 23.890 -1.317 -4.664 -0.081
C 22.643 -0.815 -5.062 -0.073
C 22.121 -1.248 -6.260 -0.155
N 22.721 -2.152 -7.050 0.061
C 23.888 -2.622 -6.646 -0.167
C 24.509 -2.287 -5.440 -0.078
H 24.342 -1.008 -3.731 0.103
H 22.134 -0.112 -4.418 0.099
H 21.159 -0.921 -6.632 0.102
H 24.385 -3.376 -7.247 0.084
H 25.418 -2.763 -5.102 0.104
C 26.279 -9.293 -1.165 -0.058
C 27.495 -9.422 -1.852 -0.075
C 27.501 -9.341 -3.240 -0.157
N 26.423 -9.140 -4.025 0.069
C 25.301 -8.960 -3.324 -0.164
C 25.163 -9.106 -1.961 -0.073
H 26.242 -9.421 -0.093 0.109
H 28.362 -9.552 -1.217 0.098
H 28.488 -9.422 -3.682 0.098
H 24.434 -8.596 -3.869 0.084
H 24.205 -9.193 -1.463 0.088
```

| no. | DFT total energy (a.u.) |
| --- | --- |
| 1 | -270.3631 |
| 2 | -10148.0011 |
| 3 | -251.2322 |
| 4 | -2973.7816 |